(1)
C9H16NO2 | wB97M-V/def2-TZVPD

Results
Relative energy (zero: lowest compared OMol25 entry of this formula, charge and spin) = 0.00 kJ/mol
Calculated total energy = -557.73018 Eh
Charge = -1

Each line ends with the Mulliken charge.
CARTESIAN COORDINATES (ANGSTROEM)
C (-3.43, -0.76, 0.01)  0.7032
C (1.42, -0.50, -0.03)  -1.0651
C (1.21, 0.85, 0.58)  -0.9506
C (-0.12, -0.97, -0.09)  1.4121
C (-0.26, 1.27, 0.37)  1.9060
C (-0.19, -2.36, 0.69)  -1.8121
C (-0.39, -1.22, -1.52)  -1.4986
C (-0.74, 2.28, 1.44)  -2.0056
C (-0.35, 2.14, -0.99)  -2.5301
N (-0.97, 0.03, 0.49)  -0.6913
O (-4.08, 0.14, 0.35)  -0.4076
O (-3.17, -1.81, -0.42)  -0.4156
H (1.88, -0.46, -0.95)  0.3737
H (1.95, -1.21, 0.72)  0.2992
H (1.61, 0.92, 1.71)  0.2736
H (1.89, 1.69, 0.16)  0.3219
H (0.34, -3.04, 0.04)  0.4133
H (-1.26, -2.62, 0.85)  0.2866
H (0.24, -2.17, 1.63)  0.4995
H (-1.46, -1.45, -1.67)  0.2181
H (0.38, -1.92, -1.98)  0.3876
H (-0.25, -0.22, -1.91)  0.3848
H (-1.16, 1.77, 2.34)  0.3933
H (-1.29, 3.07, 1.04)  0.4810
H (0.11, 2.69, 1.94)  0.4167
H (-0.40, 3.13, -0.78)  0.8149
H (-1.23, 1.82, -1.52)  0.3297
H (0.54, 2.09, -1.56)  0.4614

(2)
C9H16NS | wB97M-V/def2-TZVPD

Results
Relative energy (zero: lowest compared OMol25 entry of this formula, charge and spin) = 94.27 kJ/mol
Calculated total energy = -805.12169 Eh
Charge = +1
SMILES = C=C1SCC[N@+](C)(CC)C1=C

Each line ends with the Mulliken charge.
CARTESIAN COORDINATES (ANGSTROEM)
C (1.11, -0.66, 0.22)  0.4758
C (1.97, 0.19, -0.55)  0.0474
C (1.51, -1.46, 1.20)  -0.9758
C (2.72, 1.20, -0.07)  -0.8501
C (-0.59, -1.03, -1.59)  -0.5181
C (0.25, -0.19, -2.52)  -0.7313
C (-0.47, 1.73, 1.28)  -0.8661
C (-1.44, -1.26, 0.59)  -1.2213
C (-0.81, 1.03, -0.05)  -0.5116
N (-0.47, -0.47, -0.19)  0.1057
S (2.07, -0.25, -2.30)  -0.0426
H (0.89, -2.05, 1.79)  0.3927
H (2.51, -1.19, 1.47)  0.3326
H (3.24, 1.84, -0.76)  0.3007
H (2.68, 1.49, 0.92)  0.4090
H (-1.66, -1.13, -1.86)  0.4515
H (-0.07, -1.90, -1.56)  0.4145
H (0.16, -0.51, -3.57)  0.4522
H (-0.06, 0.88, -2.67)  0.3513
H (-0.56, 0.81, 1.97)  0.1806
H (0.58, 2.17, 1.31)  0.1826
H (-1.09, 2.62, 1.48)  0.3907
H (-2.43, -0.97, 0.37)  0.3635
H (-1.23, -2.26, 0.38)  0.5296
H (-1.28, -1.14, 1.70)  0.4208
H (-0.35, 1.62, -0.95)  0.2213
H (-1.83, 1.16, -0.29)  0.6942

(3)
C9H16O6Si | wB97M-V/def2-TZVPD

Results
Relative energy (zero: lowest compared OMol25 entry of this formula, charge and spin) = 8.47 kJ/mol
Calculated total energy = -1093.64158 Eh
SMILES = CCC[Si](OC(C)=O)(OC(C)=O)OC(C)=O

Each line ends with the Mulliken charge.
CARTESIAN COORDINATES (ANGSTROEM)
O (-2.15, -1.24, -1.08)  -0.5739
O (2.10, -1.68, 0.88)  -0.4695
O (-0.04, 2.80, -0.61)  -0.5420
O (-1.80, 0.45, 0.43)  -0.2829
O (0.08, -1.01, 1.74)  -0.3401
O (0.30, 1.74, 1.42)  -0.3901
C (-2.54, -0.29, -0.40)  0.8099
C (1.22, -1.79, 1.69)  0.7172
C (0.28, 2.79, 0.56)  0.8064
C (-3.97, 0.09, -0.46)  -1.0823
C (1.32, -2.89, 2.68)  -1.0647
C (0.78, 4.07, 1.15)  -1.1079
C (1.51, -1.19, -2.88)  -1.6415
C (0.58, -1.08, -1.70)  0.2712
C (0.88, 0.12, -0.81)  -1.0361
Si (-0.17, 0.29, 0.78)  0.5420
H (-4.31, 0.34, -1.49)  0.2943
H (-4.24, 0.98, 0.17)  0.2910
H (-4.57, -0.76, -0.15)  0.3118
H (2.00, -2.67, 3.51)  0.2769
H (1.69, -3.77, 2.16)  0.3181
H (0.28, -3.07, 3.02)  0.3124
H (1.21, 3.90, 2.13)  0.3343
H (-0.05, 4.80, 1.22)  0.2737
H (1.54, 4.57, 0.57)  0.3170
H (1.24, -2.04, -3.44)  0.4670
H (1.47, -0.32, -3.54)  0.3170
H (2.57, -1.28, -2.61)  0.3437
H (0.59, -1.98, -1.05)  0.2307
H (-0.43, -1.05, -2.11)  0.2153
H (0.71, 1.07, -1.33)  0.6883
H (1.89, 0.10, -0.44)  0.3927

(4)
C9H17B4BrF6NO9P | wB97M-V/def2-TZVPD

Results
Calculated total energy = -4699.37669 Eh

Each line ends with the Mulliken charge.
CARTESIAN COORDINATES (ANGSTROEM)
C (1.23, 0.95, 2.34)  -0.7000
O (0.26, 1.80, 1.76)  -0.2565
B (-0.50, 2.51, 2.68)  0.7920
O (-0.15, 2.60, 4.04)  -0.4253
B (-1.92, 3.29, 2.22)  -0.1092
O (-2.13, 4.62, 2.66)  -0.2269
B (-3.35, 4.57, 3.37)  0.4729
Br (-3.28, 4.83, 5.31)  -0.2150
O (-4.50, 4.25, 2.65)  -0.2712
B (-4.23, 3.06, 1.93)  0.4536
P (-5.73, 1.86, 1.73)  0.1342
N (-5.53, 0.64, 2.77)  -0.6944
O (-2.97, 2.72, 1.46)  -0.3569
H (2.06, 1.49, 2.80)  0.3533
H (0.82, 0.27, 3.09)  0.3074
H (1.65, 0.33, 1.54)  0.1702
H (0.76, 2.88, 4.12)  0.2782
H (-5.80, 1.38, 0.39)  0.0509
H (-6.94, 2.54, 2.03)  0.0510
H (-6.31, 0.61, 3.42)  0.2043
C (-1.19, -1.31, -0.11)  -0.8542
C (-1.12, -2.74, 0.39)  -0.2952
O (-0.72, -3.63, -0.67)  -0.3299
C (0.59, -3.71, -0.87)  0.3910
O (1.43, -3.12, -0.26)  -0.5200
C (0.88, -4.71, -1.99)  0.8973
F (0.05, -4.55, -3.02)  -0.2587
F (0.75, -5.96, -1.55)  -0.2652
F (2.12, -4.57, -2.45)  -0.2252
H (-1.85, -1.24, -0.98)  0.3234
H (-1.57, -0.65, 0.67)  0.2983
H (-0.21, -0.95, -0.42)  0.1916
H (-2.11, -3.08, 0.70)  0.3510
H (-0.45, -2.83, 1.24)  0.2955
C (4.16, -1.83, -1.80)  -0.8327
C (4.55, -0.39, -2.06)  -0.2465
O (4.15, 0.02, -3.38)  -0.3203
C (2.89, 0.40, -3.50)  0.3794
O (2.08, 0.43, -2.62)  -0.5339
C (2.62, 0.85, -4.93)  0.9046
F (3.15, 0.01, -5.82)  -0.2488
F (3.14, 2.06, -5.15)  -0.2599
F (1.32, 0.92, -5.18)  -0.2387
H (4.57, -2.49, -2.57)  0.3296
H (4.52, -2.16, -0.82)  0.3859
H (3.07, -1.95, -1.81)  0.0550
H (5.63, -0.28, -2.02)  0.3083
H (4.12, 0.28, -1.31)  0.3054

(5)
C9H17BiCl2NO2 | wB97M-V/def2-TZVPD

Results
Relative energy (zero: lowest compared OMol25 entry of this formula, charge and spin) = 0.00 kJ/mol
Calculated total energy = -1693.27391 Eh
Charge = -1

Each line ends with the Mulliken charge.
CARTESIAN COORDINATES (ANGSTROEM)
Bi (1.44, -0.52, 0.66)  0.5533
Cl (0.15, -2.35, -0.61)  -0.5951
Cl (1.85, 1.98, 1.07)  -0.6371
C (2.40, -0.10, -1.16)  -1.3885
H (3.11, 0.74, -1.12)  0.3828
H (2.67, -0.97, -1.77)  0.4798
C (-0.35, 0.72, -1.10)  -0.5680
C (0.91, 0.60, -1.71)  0.5876
H (-0.56, 0.44, -0.07)  0.4431
C (0.82, -0.22, -3.04)  -0.7955
H (1.29, 1.62, -1.86)  0.1402
C (-0.39, 0.13, -3.90)  -0.8582
H (1.75, -0.10, -3.61)  0.3489
H (0.73, -1.28, -2.75)  0.2156
C (-1.69, 0.25, -3.09)  -0.5303
H (-0.17, 1.09, -4.39)  0.3355
H (-0.48, -0.62, -4.69)  0.3446
C (-1.45, 1.23, -1.91)  -0.9327
H (-2.52, 0.52, -3.76)  0.3384
H (-1.92, -0.74, -2.67)  0.2884
H (-1.13, 2.19, -2.37)  0.3020
H (-2.41, 1.48, -1.43)  0.3361
N (-0.45, 0.15, 5.31)  -0.2964
C (-0.63, -1.21, 4.74)  -0.5885
C (-0.16, -1.06, 3.31)  0.8723
O (0.27, -2.07, 2.71)  -0.5746
O (-0.20, 0.14, 2.86)  -0.7414
H (0.46, 0.20, 5.79)  0.3465
H (-1.17, 0.36, 6.01)  0.3584
H (-0.47, 0.81, 4.49)  0.3127
H (-0.03, -1.93, 5.29)  0.2906
H (-1.68, -1.48, 4.78)  0.2298

(6)
C9H17Br3O4S2 | wB97M-V/def2-TZVPD

Results
Relative energy (zero: lowest compared OMol25 entry of this formula, charge and spin) = 107.32 kJ/mol
Calculated total energy = -9172.40238 Eh
SMILES = O=S1(=O)CCCC1.O=S1(=O)CCCC1.BrC(Br)Br

Each line ends with the Mulliken charge.
CARTESIAN COORDINATES (ANGSTROEM)
C (5.06, -1.52, 5.86)  -0.2867
Br (4.76, 0.26, 6.72)  -0.0175
Br (6.46, -1.57, 4.44)  -0.0142
Br (3.39, -2.40, 5.24)  -0.0090
H (5.44, -2.10, 6.70)  0.3276
C (2.23, 3.64, -0.69)  -0.5789
C (3.43, 2.62, -0.30)  -0.6607
C (3.90, 1.94, -1.63)  -0.6629
S (4.05, 3.41, -2.81)  1.0552
O (3.33, 3.00, -4.00)  -0.6143
O (5.34, 4.01, -2.72)  -0.6070
C (3.04, 4.51, -1.70)  -0.7294
H (1.72, 4.17, 0.11)  0.3337
H (1.41, 3.02, -1.05)  0.3071
H (2.92, 1.85, 0.27)  0.3329
H (4.21, 3.15, 0.26)  0.3492
H (3.06, 1.36, -2.01)  0.3274
H (4.81, 1.34, -1.65)  0.4018
H (2.47, 5.05, -2.45)  0.4168
H (3.74, 5.15, -1.17)  0.3289
C (-3.74, -2.63, -0.97)  -0.7066
C (-4.91, -1.69, -1.35)  -0.5648
C (-6.18, -2.55, -1.10)  -0.6999
S (-6.01, -3.22, 0.62)  1.0148
O (-6.69, -4.53, 0.68)  -0.6265
O (-6.26, -2.18, 1.62)  -0.6032
C (-4.10, -3.42, 0.36)  -0.5903
H (-2.73, -2.20, -0.93)  0.3521
H (-3.63, -3.40, -1.73)  0.3042
H (-4.82, -1.42, -2.40)  0.3394
H (-4.90, -0.78, -0.76)  0.3201
H (-6.30, -3.39, -1.78)  0.3582
H (-7.05, -1.90, -1.08)  0.3934
H (-3.83, -4.45, 0.12)  0.3120
H (-3.59, -3.11, 1.27)  0.3970

(7)
C9H17Cl11 | wB97M-V/def2-TZVPD

Results
Relative energy (zero: lowest compared OMol25 entry of this formula, charge and spin) = 46.22 kJ/mol
Calculated total energy = -5415.21476 Eh
SMILES = ClC(Cl)Cl.ClCCCl.ClCCCl.ClCCCl.ClCCCl

Each line ends with the Mulliken charge.
CARTESIAN COORDINATES (ANGSTROEM)
Cl (-20.18, 12.75, 10.84)  -0.1721
C (-20.57, 12.93, 12.53)  -0.4428
C (-20.35, 14.30, 13.07)  -0.3938
Cl (-18.62, 14.63, 13.15)  -0.1806
H (-19.94, 12.25, 13.11)  0.3102
H (-21.61, 12.62, 12.68)  0.2967
H (-20.65, 14.25, 14.12)  0.2511
H (-20.81, 15.10, 12.48)  0.3313
Cl (-16.58, 31.31, 14.18)  -0.1839
C (-17.10, 30.08, 15.44)  -0.4254
C (-18.10, 29.15, 14.73)  -0.4149
Cl (-19.51, 30.11, 14.17)  -0.1780
H (-17.53, 30.70, 16.23)  0.2894
H (-16.24, 29.57, 15.88)  0.3122
H (-18.50, 28.33, 15.33)  0.3101
H (-17.60, 28.72, 13.86)  0.2903
Cl (-23.63, 24.00, 3.67)  -0.1808
C (-23.06, 24.50, 2.06)  -0.4550
C (-21.74, 25.33, 2.08)  -0.3765
Cl (-21.90, 26.95, 2.78)  -0.1788
H (-23.92, 25.03, 1.64)  0.3132
H (-22.97, 23.58, 1.50)  0.2952
H (-21.41, 25.45, 1.05)  0.2824
H (-20.98, 24.83, 2.68)  0.3005
Cl (-14.16, 29.56, 6.85)  -0.1901
C (-15.85, 29.44, 7.47)  -0.4470
C (-16.69, 30.68, 7.34)  -0.3716
Cl (-16.78, 31.29, 5.68)  -0.1791
H (-15.83, 29.06, 8.49)  0.3182
H (-16.26, 28.62, 6.88)  0.2962
H (-16.34, 31.57, 7.86)  0.2952
H (-17.69, 30.40, 7.68)  0.2784
C (-21.84, 23.16, 10.49)  0.0525
Cl (-21.91, 23.46, 12.23)  -0.1060
Cl (-21.41, 21.49, 10.12)  -0.1137
Cl (-20.65, 24.23, 9.66)  -0.1248
H (-22.83, 23.30, 10.06)  0.2919